(1)
Entry from the OMol25 dataset: C3H5NOS2 in the gas phase (wB97M-V/def2-TZVPD).

```
12
Properties=species:S:1:pos:R:3:nbo_charge:R:1
C -1.303 0.300 -1.077 -0.70
C -1.445 1.077 0.203 -0.29
C 0.765 -0.470 0.818 -0.17
H -1.470 -0.779 -0.918 0.23
H -2.047 0.669 -1.815 0.25
H -0.306 0.410 -1.484 0.24
H 0.347 -1.399 0.540 0.20
H 3.643 -1.109 0.505 0.48
N 2.024 -0.274 0.844 -0.10
O 2.700 -1.396 0.441 -0.55
S -2.633 2.161 0.469 0.03
S -0.274 0.809 1.475 0.38
```

As for the SMILES: CC(=S)S/C=N/O. Its spin multiplicity is 1. Its HOMO energy is -8.8 eV. Its orbital gap is 0.3147 Ha. The value obtained for the lowest unoccupied orbital energy is -0.24 eV.



(2)
Entry from the OMol25 dataset: 2 unconnected molecules or ions with the total composition C3H5NOS2 (wB97M-V/def2-TZVPD).

```
12
Properties=species:S:1:pos:R:3:nbo_charge:R:1
C -0.345 0.169 0.630 -0.51
C -0.802 -1.257 1.154 -0.08
C 0.755 -0.010 -0.201 0.12
H -2.881 -0.343 0.062 0.11
H 0.022 0.699 1.584 0.27
H -1.956 -1.331 1.310 0.22
H -0.378 -1.299 2.202 0.20
H 1.094 -1.820 -1.193 0.41
N 0.747 -1.327 -0.423 -0.26
O -0.261 -2.108 0.070 -0.34
S -1.747 1.195 0.128 0.06
S 1.954 1.107 -0.820 -0.20
```

Its spin multiplicity is 1. Its HOMO energy is -8.6 eV. Its orbital gap is 0.2773 Ha. The value obtained for the lowest unoccupied orbital energy is -1.03 eV.



Stability summary - winner: (1); margin: 2.986 eV.



(1)
Entry from the OMol25 dataset: C3H5NOS2 in the gas phase (wB97M-V/def2-TZVPD).

```
12
Properties=species:S:1:pos:R:3:nbo_charge:R:1
C 1.471 -0.769 0.467 -0.29
C -0.427 0.255 -0.606 0.43
C -0.720 0.889 -1.814 -0.33
H 0.983 -1.732 0.558 0.21
H 2.627 -1.018 0.210 0.21
H 1.574 -0.020 1.369 0.21
H 0.307 1.091 -2.316 0.24
H -2.348 0.117 2.618 0.13
N -1.158 0.241 0.542 -0.65
O 0.901 -0.123 -0.713 -0.52
S -2.201 1.008 -2.524 0.12
S -1.009 0.060 2.208 0.25
```

As for the SMILES: CO/C(C=S)=N\S. Its spin multiplicity is 1. Its HOMO energy is -8.6 eV. Its orbital gap is 0.2674 Ha. The value obtained for the lowest unoccupied orbital energy is -1.28 eV.



(2)
Entry from the OMol25 dataset: C3H5NOS2 in the gas phase (wB97M-V/def2-TZVPD).

```
12
Properties=species:S:1:pos:R:3:nbo_charge:R:1
C 1.556 -0.280 -0.005 0.40
C 0.387 -1.007 0.585 -0.72
C -2.859 0.699 -0.078 -0.08
H 0.090 1.614 0.701 0.18
H -0.005 -0.599 1.560 0.29
H 0.536 -2.162 0.680 0.26
H -3.384 1.448 0.705 0.20
H -3.245 0.291 -0.951 0.18
N -1.753 0.364 0.521 -0.53
O 2.701 -0.737 -0.039 -0.51
S 1.168 1.440 -0.167 -0.04
S -1.032 -1.047 -0.398 0.37
```

As for the SMILES: C=NSCC(=O)S. Its spin multiplicity is 1. Its HOMO energy is -9.1 eV. Its orbital gap is 0.3432 Ha. The value obtained for the lowest unoccupied orbital energy is 0.28 eV.



Stability summary - winner: (2); margin: 1.036 eV.



(1)
Entry from the OMol25 dataset: C3H5NOS2 in the gas phase (wB97M-V/def2-TZVPD).

```
12
Properties=species:S:1:pos:R:3:nbo_charge:R:1
C -1.078 0.082 -1.864 0.41
C -1.085 0.870 -0.555 -0.62
C 1.140 -0.751 1.880 -0.06
H -0.487 0.553 -2.739 0.13
H -1.447 1.854 -0.587 0.23
H -1.483 0.322 0.245 0.24
H 1.538 -0.859 -0.278 0.42
H 0.671 0.055 2.391 0.18
N 1.168 -0.260 0.560 -0.79
O -1.512 -1.037 -1.750 -0.50
S 0.627 1.206 0.099 0.43
S 1.948 -2.035 2.600 -0.08
```

As for the SMILES: O=CCSNC=S. Its spin multiplicity is 1. Its HOMO energy is -8.9 eV. Its orbital gap is 0.3266 Ha. The value obtained for the lowest unoccupied orbital energy is -0.03 eV.



(2)
Entry from the OMol25 dataset: C3H5NOS2 in the gas phase (wB97M-V/def2-TZVPD).

```
12
Properties=species:S:1:pos:R:3:nbo_charge:R:1
C -0.069 -1.514 0.290 -0.22
C 1.435 -1.258 -0.125 -0.61
C 0.243 0.874 0.006 0.44
H -2.368 0.093 1.208 0.09
H -0.382 -1.759 1.424 0.21
H -0.638 -1.996 -0.510 0.24
H 2.059 -1.867 0.749 0.23
H 1.906 -1.642 -1.098 0.25
N -0.505 -0.235 -0.128 -0.63
O -0.286 1.944 0.143 -0.57
S -2.106 -0.147 -0.163 0.23
S 1.831 0.438 -0.027 0.34
```

As for the SMILES: O=C1SCCN1S. Its spin multiplicity is 1. Its HOMO energy is -9.3 eV. Its orbital gap is 0.3617 Ha. The value obtained for the lowest unoccupied orbital energy is 0.52 eV.



Stability summary - winner: (1); margin: 0.338 eV.



(1)
Entry from the OMol25 dataset: 2 unconnected molecules or ions with the total composition CH6SSi (wB97M-V/def2-TZVPD).

```
9
Properties=species:S:1:pos:R:3:nbo_charge:R:1
C 3.006 -0.659 -0.025 -1.09
Si 1.595 0.412 0.189 1.01
S -3.921 -0.418 -0.291 -0.29
H 2.892 -1.547 0.510 0.23
H 3.306 -0.777 -1.026 0.21
H -5.154 -0.046 -0.641 0.14
H 0.471 1.244 -0.394 -0.16
H 1.313 0.964 1.607 -0.20
H -3.507 0.827 0.070 0.15
```

As for the SMILES: C=[SiH2].S. Its spin multiplicity is 1. Its HOMO energy is -8.6 eV. Its orbital gap is 0.3029 Ha. The value obtained for the lowest unoccupied orbital energy is -0.33 eV.



(2)
Entry from the OMol25 dataset: CH6SSi in the gas phase (wB97M-V/def2-TZVPD).

```
9
Properties=species:S:1:pos:R:3:nbo_charge:R:1
C 1.053 0.184 0.448 -1.02
Si -0.860 0.350 -0.093 0.92
S -1.324 -0.872 -1.808 -0.42
H 0.980 -0.649 1.100 0.22
H 1.873 -0.017 -0.187 0.23
H 1.168 1.034 1.079 0.23
H -0.917 1.795 -0.238 -0.16
H -1.553 -0.002 1.294 -0.16
H -0.420 -1.823 -1.596 0.16
```

As for the SMILES: C[SiH2]S. Its spin multiplicity is 1. Its HOMO energy is -9.8 eV. Its orbital gap is 0.3853 Ha. The value obtained for the lowest unoccupied orbital energy is 0.73 eV.



Stability summary - winner: (2); margin: 3.521 eV.



(1)
Entry from the OMol25 dataset: a molecular structure, C2H7BrN2 (wB97M-V/def2-TZVPD).

```
12
Properties=species:S:1:pos:R:3:nbo_charge:R:1
C 1.903 -0.137 -0.384 -0.41
C -1.887 0.987 -0.298 -0.07
N 1.078 -0.706 0.712 -0.84
N -2.004 -0.160 0.253 -0.47
Br -3.702 -0.645 0.576 0.19
H 2.848 0.285 0.002 0.20
H 2.053 -0.802 -1.225 0.18
H 1.250 0.719 -0.743 0.17
H 0.416 -1.420 0.460 0.37
H -0.938 1.439 -0.352 0.19
H -2.764 1.672 -0.301 0.16
H 1.747 -1.231 1.300 0.34
```

Its spin multiplicity is 1. Its HOMO energy is -9.2 eV. Its orbital gap is 0.3658 Ha. The value obtained for the lowest unoccupied orbital energy is 0.73 eV.



(2)
Entry from the OMol25 dataset: a molecular structure, C2H7BrN2 (wB97M-V/def2-TZVPD).

```
12
Properties=species:S:1:pos:R:3:nbo_charge:R:1
C -0.444 1.578 -0.033 -0.28
C 1.287 -0.054 0.422 -0.44
N -0.869 -0.691 0.501 -0.47
N -0.081 0.320 0.225 -0.08
Br -2.654 -0.402 0.560 0.17
H -1.471 1.732 0.048 0.21
H 0.272 2.320 -0.130 0.20
H -0.633 -1.665 -1.207 0.01
H 1.503 -0.506 1.341 0.24
H 1.481 -1.093 -0.083 0.24
H 2.027 0.704 0.114 0.23
H -0.416 -2.245 -1.759 -0.04
```

Its spin multiplicity is 1. Its HOMO energy is -8.0 eV. Its orbital gap is 0.3198 Ha. The value obtained for the lowest unoccupied orbital energy is 0.67 eV.



Stability summary - winner: (1); margin: 2.394 eV.



(1)
Entry from the OMol25 dataset: a molecular structure, C5H11Br2P (wB97M-V/def2-TZVPD).

```
19
Properties=species:S:1:pos:R:3:nbo_charge:R:1
C -1.275 -0.019 2.315 -0.61
C -0.423 -0.445 1.187 -0.38
C -0.701 0.468 -0.081 -0.38
C 0.332 0.337 -1.207 -0.55
C -0.348 0.439 -2.484 -0.18
P 1.764 -0.029 -4.442 0.13
Br -1.053 2.101 -3.046 0.10
Br -1.339 -1.047 -3.082 0.09
H -0.644 0.089 3.227 0.21
H -1.955 -0.814 2.337 0.21
H -1.790 0.873 2.128 0.21
H 0.624 -0.319 1.524 0.19
H -0.527 -1.500 0.947 0.20
H -0.784 1.488 0.101 0.20
H -1.617 0.213 -0.519 0.20
H 0.682 -0.600 -1.236 0.23
H 1.117 1.082 -1.195 0.23
H 2.891 0.586 -3.728 -0.04
H 2.303 -1.213 -4.094 -0.06
```

Its spin multiplicity is 1. Its HOMO energy (spin up / spin down) is -8.0 / -8.4 eV. Its orbital gap (spin up / spin down) is 0.2623 / 0.2945 Ha. The value obtained for the lowest unoccupied orbital energy (spin up / spin down) is -0.89 / -0.41 eV.



(2)
Entry from the OMol25 dataset: 2 unconnected molecules or ions with the total composition C5H11Br2P (wB97M-V/def2-TZVPD).

```
19
Properties=species:S:1:pos:R:3:nbo_charge:R:1
C 1.746 0.695 -0.748 -0.58
C 0.656 0.180 1.440 -0.60
C 0.502 -1.436 -0.372 -0.60
C -0.676 0.862 -0.552 -0.30
C 0.486 0.067 -0.100 -0.19
P -2.781 -0.001 1.014 0.38
Br -4.092 1.579 0.171 -0.22
Br -3.383 -1.761 -0.166 -0.22
H 2.109 0.052 -1.583 0.21
H 2.423 0.585 -0.025 0.20
H 1.537 1.784 -0.991 0.21
H -0.004 1.025 1.807 0.22
H 1.734 0.137 1.853 0.22
H 0.117 -0.643 1.866 0.21
H 1.494 -1.969 -0.117 0.22
H -0.361 -1.937 0.030 0.22
H 0.387 -1.561 -1.495 0.20
H -0.552 1.946 -0.585 0.20
H -1.340 0.395 -1.446 0.22
```

Its spin multiplicity is 1. Its HOMO energy (spin up / spin down) is -8.1 / -8.2 eV. Its orbital gap (spin up / spin down) is 0.2850 / 0.2718 Ha. The value obtained for the lowest unoccupied orbital energy (spin up / spin down) is -0.31 / -0.80 eV.



Stability summary - winner: (2); margin: 2.032 eV.



(1)
Entry from the OMol25 dataset: a molecular structure, C4H6O4 (wB97M-V/def2-TZVPD).

```
14
Properties=species:S:1:pos:R:3:nbo_charge:R:1
C 1.846 1.253 0.028 -0.27
C 0.296 -0.578 0.018 0.37
C -0.871 -1.189 -0.912 -0.11
C -1.985 0.018 0.651 0.97
H 1.444 1.267 1.113 0.19
H 3.050 0.833 0.164 0.19
H 1.600 2.533 -0.365 0.22
H 0.923 -1.435 0.481 0.17
H -0.503 -1.183 -1.926 0.23
H -1.325 -2.282 -0.321 0.22
O 1.045 0.350 -0.602 -0.56
O -1.930 -0.030 -0.724 -0.51
O -2.990 0.367 1.325 -0.54
O -0.600 0.076 1.069 -0.56
```

Its spin multiplicity is 1. Its HOMO energy is -10.8 eV. Its orbital gap is 0.4158 Ha. The value obtained for the lowest unoccupied orbital energy is 0.49 eV.



(2)
Entry from the OMol25 dataset: C4H6O4 in the gas phase (wB97M-V/def2-TZVPD).

```
14
Properties=species:S:1:pos:R:3:nbo_charge:R:1
C -0.403 -0.741 0.021 0.08
C 1.165 -0.413 -0.510 -0.02
C 0.874 1.001 -0.265 0.53
C -0.368 0.687 0.554 -0.07
H -2.304 -0.206 -0.712 0.49
H -0.558 -1.468 0.881 0.20
H 1.370 -0.763 -1.476 0.21
H 1.916 -2.006 0.238 0.48
H -0.084 0.471 1.549 0.22
H -1.533 2.283 0.351 0.50
O -1.692 -1.054 -0.916 -0.75
O 1.861 -1.096 0.529 -0.69
O 1.459 2.077 -0.664 -0.48
O -1.702 1.227 0.420 -0.71
```

As for the SMILES: O=C1[C@@H](O)C(O)[C@@H]1O. Its spin multiplicity is 1. Its HOMO energy is -10.1 eV. Its orbital gap is 0.3559 Ha. The value obtained for the lowest unoccupied orbital energy is -0.42 eV.



Stability summary - winner: (1); margin: 0.061 eV.